Entry 1:
Below is a 2-piece molecular cluster, C5H5N overall at a distorted geometry, with properties calculated with the ωB97M-V functional and the def2-TZVPD basis.

Values from the calculation:
Kohn-Sham gap = 9.88 eV
Multiplicity = 1
Calculated total energy = -6751.0345 eV
Energy above the lowest of the compared OMol25 structures with the same formula, charge and spin = 4.873 eV
LUMO level = 0.7 eV

Each line ends with the Löwdin charge.
CARTESIAN COORDINATES (ANGSTROEM)
N  -0.94267  2.71252  -1.72935  0.138
C  -0.73689  1.91386  -0.94163  -0.255
C  -1.27922  -0.23808  0.46424  0.062
C  1.12081  -1.37924  0.06896  -0.040
C  -0.48522  0.91970  0.04546  -0.266
C  -0.03333  -0.51784  0.13324  -0.215
H  1.30141  -1.80025  -0.91588  0.085
H  0.27924  1.74308  1.18943  0.203
H  0.92668  -2.14957  0.75012  0.061
H  2.11654  -0.75744  0.30342  0.143
H  -2.26734  -0.44674  0.63197  0.083

Forces on atoms 1 to 6 (eV/Å):
-0.261 0.936 -0.771
0.403 -1.359 0.110
3.008 0.444 -1.264
2.675 1.944 -0.569
2.824 1.423 4.195
-2.413 1.950 -0.458



Entry 2:
Below is C23H16AsI2N2O6S2W as an isolated structure, with properties calculated with the ωB97M-V functional and the def2-TZVPD basis.

Values from the calculation:
Kohn-Sham gap (alpha / beta) = 5.29 / 5.29 eV
Multiplicity = 1
Calculated total energy = -139880.9153 eV
Charge = +3
Energy above the lowest of the compared OMol25 structures with the same formula, charge and spin = 2.334 eV
LUMO level (alpha / beta) = -12.0 / -12.0 eV

Each line ends with the Löwdin charge.
CARTESIAN COORDINATES (ANGSTROEM)
W  2.01786  0.03231  0.24511  1.499
I  2.24026  0.06307  3.39078  1.087
I  4.91703  0.43656  1.23645  1.169
As  1.45870  0.68808  -3.00784  1.131
S  3.16328  -4.30163  1.44588  1.251
S  2.48914  2.72783  -0.35380  0.592
O  1.67756  -0.50569  -1.38799  -0.473
O  0.10313  -0.18188  -3.59900  -0.188
O  1.97310  2.02676  0.91783  -0.537
O  2.98956  1.46712  -1.02952  -0.546
O  3.37349  3.78935  -0.09941  -0.147
O  2.84793  0.54092  -3.76779  -0.305
N  -7.57242  0.20526  2.61357  0.261
N  2.21676  -2.05037  0.66208  -0.190
C  -1.03536  3.95795  -2.87908  0.007
C  -0.12150  -5.28704  -0.64821  -0.022
C  1.14333  3.17292  -1.37724  -0.275
C  3.19151  -2.64215  1.35212  -0.523
C  -0.50260  4.82017  -1.94099  0.011
C  -6.45673  0.19059  2.33724  -0.121
C  0.59318  4.42442  -1.17493  0.000
C  4.16728  0.93510  3.17506  -0.942
C  -1.06160  0.10770  0.99351  0.043
C  1.72078  -4.33550  0.49517  -0.424
C  0.17746  -2.87294  -0.62728  -0.033
C  1.01158  -5.47129  0.11096  -0.034
C  -0.52714  -3.99742  -1.00870  -0.027
C  0.14894  0.07393  0.69242  -0.189
C  1.32964  -3.04091  0.14317  -0.269
C  0.62521  2.28929  -2.34782  -0.240
C  -4.13548  0.72214  2.88539  0.035
C  -2.80736  0.70453  2.55693  0.044
C  -3.35727  -0.41437  0.42546  0.039
C  -4.68209  -0.39367  0.76294  0.032
C  -0.47390  2.69647  -3.08983  -0.043
C  -2.39495  0.13389  1.31901  -0.200
C  -5.07180  0.17368  1.99071  -0.136
H  1.34331  -6.45985  0.39868  0.134
H  -2.06722  1.12098  3.22656  0.137
H  -0.88592  2.05280  -3.85531  0.120
H  3.98181  -2.09280  1.83389  -0.009
H  4.07442  2.01388  3.22509  0.002
H  -0.16234  -1.90175  -0.94707  0.075
H  -1.41532  -3.87916  -1.61494  0.123
H  -3.03224  -0.84697  -0.51101  0.133
H  -5.43387  -0.80654  0.10487  0.145
H  1.02123  5.09387  -0.43906  0.142
H  -1.88116  4.26354  -3.48038  0.138
H  -0.92392  5.80653  -1.80205  0.139
H  4.83706  0.52981  3.92531  0.002
H  0.34039  -0.78525  -4.32428  0.106
H  -4.47518  1.14854  3.81895  0.147
H  -0.69755  -6.14280  -0.97161  0.132

Forces on atoms 1 to 6 (eV/Å):
-0.037 0.072 0.009
0.033 0.029 0.005
-0.042 0.025 0.078
0.180 -0.039 -0.139
0.008 -0.016 0.014
-0.027 -0.126 0.006



Entry 3:
Below is an isolated ion of composition C3H9N4 and charge +1 at a distorted geometry, with properties calculated with the ωB97M-V functional and the def2-TZVPD basis.

Values from the calculation:
Kohn-Sham gap (alpha / beta) = 8.47 / 8.47 eV
Multiplicity = 1
Calculated total energy = -9206.8898 eV
Charge = +1
Energy above the lowest of the compared OMol25 structures with the same formula, charge and spin = 4.732 eV
SMILES string = N[N+]1=CNNCC1
LUMO level (alpha / beta) = -4.5 / -4.5 eV

Each line ends with the Löwdin charge.
CARTESIAN COORDINATES (ANGSTROEM)
N  1.85643  -0.07541  0.28178  -0.137
N  -0.98274  -0.26024  0.06238  -0.193
N  1.28771  -1.29562  -0.07285  0.034
N  -2.38345  -0.28147  -0.07136  0.100
C  -0.28243  -1.37661  0.11802  0.117
C  -0.31222  0.94221  0.29870  -0.161
C  1.14705  1.04538  -0.19708  -0.199
H  -0.90933  1.75758  -0.19595  0.152
H  1.66404  1.98193  0.14901  0.151
H  2.87013  -0.03541  -0.03401  0.177
H  -2.83105  -0.52081  -1.02898  0.166
H  0.99015  0.89302  -1.43532  0.183
H  1.86206  -1.99589  0.49127  0.173
H  -2.89104  0.55129  0.24422  0.116
H  -0.81750  -2.31502  -0.04967  0.151
H  -0.26783  0.98505  1.43984  0.170

Forces on atoms 1 to 6 (eV/Å):
2.495 0.853 0.696
-0.031 -2.953 -0.901
-3.835 -1.806 1.276
-1.509 -0.801 -1.645
3.446 1.075 -1.391
0.552 3.550 2.116



Entry 4:
Below is a 2-piece molecular cluster, C3H11N overall at a distorted geometry, with properties calculated with the ωB97M-V functional and the def2-TZVPD basis.

Values from the calculation:
Kohn-Sham gap = 9.75 eV
Multiplicity = 1
Calculated total energy = -4778.7036 eV
Energy above the lowest of the compared OMol25 structures with the same formula, charge and spin = 0.792 eV
SMILES string = CCN.C
LUMO level = 1.1 eV

Each line ends with the Löwdin charge.
CARTESIAN COORDINATES (ANGSTROEM)
N  -0.07129  1.89791  -1.79470  -0.028
C  -1.48233  1.54047  -1.66131  -0.330
C  -1.75993  1.32571  -0.17070  -0.137
C  2.37541  -3.11407  2.11705  -0.052
H  1.67385  -2.92202  1.30331  0.014
H  -1.88583  2.13225  0.56184  0.066
H  -0.89908  0.78046  0.25194  0.067
H  2.06590  -2.51525  2.97073  0.013
H  -1.63426  0.57905  -2.15314  0.103
H  -2.56857  0.65017  0.12310  0.061
H  -2.13442  2.36369  -1.98586  0.094
H  0.37902  1.77382  -2.66403  0.047
H  2.39116  -4.17181  2.36037  0.012
H  3.35154  -2.78858  1.76053  0.013
H  0.19885  2.46819  -1.01913  0.057

Forces on atoms 1 to 6 (eV/Å):
-1.634 -0.723 1.131
0.384 0.577 1.012
0.573 -1.377 1.625
-0.116 0.339 -0.410
-0.057 -0.170 0.084
0.072 0.686 -0.901



Entry 5:
Below is a 7-piece molecular cluster, C3H19NO7 overall at a distorted geometry, with properties calculated with the ωB97M-V functional and the def2-TZVPD basis.

Values from the calculation:
Kohn-Sham gap (alpha / beta) = 9.91 / 5.22 eV
⟨S²⟩ = 0.76
Multiplicity = 2
Calculated total energy = -19232.7376 eV
Charge = +1
LUMO level (alpha / beta) = -4.1 / -8.7 eV

Each line ends with the Löwdin charge.
CARTESIAN COORDINATES (ANGSTROEM)
O  -2.03065  0.40881  -2.57780  -0.049
O  2.20601  0.40853  -1.83540  -0.057
O  -0.11302  0.68181  0.02716  0.169
O  0.22477  -1.29306  -3.63378  -0.060
O  0.80934  3.07220  -1.91585  -0.050
O  1.19505  -2.34433  -0.88550  -0.056
O  0.23370  -2.55257  1.87865  -0.048
N  -0.49301  0.81041  2.30496  -0.009
C  0.29156  0.49819  1.13042  -0.194
C  -1.83121  1.27171  2.11892  0.024
C  -0.15335  0.05194  3.46852  0.016
H  -2.74170  0.40671  -1.92149  0.042
H  -0.48299  -0.72871  -3.97894  0.035
H  1.08422  3.10556  -0.99576  0.022
H  0.94078  -0.01608  3.54251  0.130
H  -1.83559  2.36386  1.97178  0.146
H  1.29328  0.12433  1.35458  0.168
H  -0.57386  -0.94469  3.48814  0.125
H  3.10318  0.18362  -1.54983  0.068
H  -2.43518  1.15939  3.01890  0.118
H  -1.43888  1.05826  -2.16817  0.021
H  0.98325  2.15854  -2.17626  -0.007
H  -0.23131  -2.14341  -3.59762  0.053
H  0.60809  -2.07731  1.12863  -0.016
H  0.21385  -3.46497  1.56094  0.068
H  2.10113  0.30849  -2.78747  0.048
H  0.58793  -1.60456  -0.77655  0.003
H  -2.37226  0.79348  1.30233  0.128
H  1.43631  -2.26635  -1.81873  0.034
H  -0.57944  0.57020  4.32271  0.126

Forces on atoms 1 to 6 (eV/Å):
-0.010 0.412 0.841
-0.181 0.185 0.568
-0.543 0.007 0.489
-0.364 -0.125 -0.174
-0.394 -0.137 -0.009
-0.139 0.002 0.215



Which formula does entry 5 have?
C3H19NO7



What is the formula in the first record?
C5H5N



What is the calculated total energy in the first record?
-6751.0345 eV